9
Properties=species:S:1:pos:R:3 method="wB97M-V/def2-TZVPD" total_charge=+1 homo_ha="-0.549 / -0.549" de_lowest_ev=7.4600 orbital_gap_ev="6.839 / 6.841" multiplicity=1 e_lumo_ev="-8.11 / -8.11"
C -1.392 -0.882 1.272
C 0.219 0.232 1.410
C -0.339 0.062 0.135
C 0.724 0.284 -2.002
N -0.669 -0.419 2.211
N -1.450 -0.703 0.025
H 1.091 0.741 1.777
H 0.258 -0.289 -2.792
H 1.557 0.973 -2.036


14
Properties=species:S:1:pos:R:3 method="wB97M-V/def2-TZVPD" total_charge=0 homo_ha=-0.363 de_lowest_ev=0.0000 smiles="O=P(=O)c1cccs1.N#[N+][O-]" orbital_gap_ev=9.538 multiplicity=1 e_lumo_ev=-0.33
O -0.692 -2.880 -0.600
P 0.260 -2.071 0.091
O 1.533 -2.385 0.771
C -0.284 -0.406 0.482
C -1.508 0.074 0.120
C -1.713 1.384 0.548
C -0.656 1.886 1.305
S 0.607 0.653 1.491
H -1.949 -0.480 -0.665
H -2.437 2.121 0.146
H -0.660 2.916 1.551
N 1.595 -0.919 -1.598
N 2.498 -0.278 -1.739
O 3.406 0.386 -1.903


10
Properties=species:S:1:pos:R:3 method="wB97M-V/def2-TZVPD" total_charge=0 homo_ha=-0.378 de_lowest_ev=4.6741 smiles="N#CC1C=NN=C1" orbital_gap_ev=9.313 multiplicity=1 e_lumo_ev=-0.96
N -2.922 0.162 -0.322
C -1.671 -0.250 -0.347
C -0.349 -0.179 0.149
C 0.800 -1.205 -0.155
N 1.935 -0.439 -0.352
N 1.723 0.885 -0.292
C 0.469 1.190 -0.010
H -0.660 -0.168 1.322
H 0.783 -2.203 0.076
H -0.108 2.207 -0.070


10
Properties=species:S:1:pos:R:3 method="wB97M-V/def2-TZVPD" total_charge=0 homo_ha=-0.324 de_lowest_ev=6.3335 orbital_gap_ev=8.170 multiplicity=1 e_lumo_ev=-0.63
C 2.698 -0.132 0.066
C -2.030 -1.170 -0.281
C -1.538 0.021 -0.259
C 1.298 0.191 0.312
N 3.711 -0.289 -0.455
N -0.943 1.029 0.262
N 0.614 1.281 0.275
H -2.030 -1.896 0.661
H -2.581 -1.294 -1.238
H 0.801 2.259 0.659


11
Properties=species:S:1:pos:R:3 method="wB97M-V/def2-TZVPD" total_charge=0 homo_ha=-0.332 de_lowest_ev=3.7985 smiles=N#Cc1ncoc1N orbital_gap_ev=9.220 multiplicity=1 e_lumo_ev=0.18
N -1.430 -3.037 -0.357
C -0.646 -2.031 -0.424
C -0.115 -0.713 -0.637
N -0.847 0.214 -1.607
C -0.465 1.445 -1.223
O 0.456 1.288 -0.214
C 0.506 0.118 0.299
N 1.023 0.247 1.683
H -0.696 2.274 -1.853
H 0.914 1.112 2.260
H 1.299 -0.918 2.073


11
Properties=species:S:1:pos:R:3 method="wB97M-V/def2-TZVPD" total_charge=0 homo_ha=-0.326 de_lowest_ev=4.5703 smiles=c1cc2cnnn2o1 orbital_gap_ev=9.564 multiplicity=1 e_lumo_ev=0.69
C 0.323 1.773 0.332
C 1.077 0.810 -0.331
C 0.304 -0.428 -0.298
C -0.009 -1.785 -0.546
N -1.290 -1.956 -0.102
N -1.794 -0.897 0.502
N -0.660 -0.093 0.556
O -0.781 1.246 0.821
H 0.371 2.726 0.761
H 2.054 1.399 -0.744
H 0.403 -2.795 -0.949


11
Properties=species:S:1:pos:R:3 method="wB97M-V/def2-TZVPD" total_charge=0 homo_ha="-0.376 / -0.376" de_lowest_ev=5.8102 orbital_gap_ev="7.364 / 7.240" multiplicity=1 e_lumo_ev="-2.88 / -2.99"
C -0.267 1.621 -3.105
C 0.487 -0.669 0.624
C -0.505 -0.642 -0.302
C 0.138 1.462 0.120
N 0.543 1.576 -3.908
N 0.857 0.683 0.869
N -0.705 0.715 -0.693
O -1.502 1.273 -1.602
H 0.964 -1.483 1.185
H -1.144 -1.442 -0.749
H 0.356 2.453 -0.172


11
Properties=species:S:1:pos:R:3 method="wB97M-V/def2-TZVPD" total_charge=0 homo_ha=-0.324 de_lowest_ev=5.5579 orbital_gap_ev=8.805 multiplicity=1 e_lumo_ev=-0.02
C 0.816 0.626 -0.135
C -0.441 -0.150 -0.141
C -1.929 -0.017 -0.213
C -3.128 0.092 0.211
H -0.046 2.293 0.584
H -0.366 -2.321 -0.346
H -4.167 0.078 0.301
N 1.867 0.020 0.196
N 1.552 -1.325 0.098
N 0.214 -1.355 -0.032
O 0.905 1.908 -0.089


14
Properties=species:S:1:pos:R:3 method="wB97M-V/def2-TZVPD" total_charge=-1 homo_ha="-0.124 / -0.129" de_lowest_ev=1.6710 smiles="O=C([O-])O/N=C/n1cncn1" orbital_gap_ev="7.151 / 7.280" multiplicity=1 e_lumo_ev="3.76 / 3.78"
O 3.247 1.049 0.990
C 3.295 0.761 -0.140
O 3.670 1.054 -1.209
O 2.735 -0.895 -0.310
N 1.600 -1.298 -0.121
C 0.366 -0.149 0.233
N -0.924 -0.313 0.130
C -1.757 0.720 0.418
N -3.028 0.345 0.232
C -2.864 -0.942 -0.189
N -1.666 -1.378 -0.213
H 0.612 0.829 0.199
H -1.515 1.778 0.533
H -3.771 -1.561 -0.554


13
Properties=species:S:1:pos:R:3 method="wB97M-V/def2-TZVPD" total_charge=0 homo_ha=-0.375 de_lowest_ev=3.2796 smiles=Oc1nnn[nH]1.C#CC#N orbital_gap_ev=10.213 multiplicity=1 e_lumo_ev=0.02
O -1.986 1.956 -0.273
C -1.631 0.670 -0.137
N -2.157 -0.315 -0.826
N -1.536 -1.421 -0.392
N -0.671 -1.171 0.521
N -0.712 0.179 0.699
H -1.465 2.495 0.336
H -0.102 0.610 1.373
C 1.503 -1.775 -0.260
C 2.005 -0.694 -0.259
C 2.597 0.574 -0.259
N 3.084 1.621 -0.261
H 1.071 -2.729 -0.263


9
Properties=species:S:1:pos:R:3 method="wB97M-V/def2-TZVPD" total_charge=0 homo_ha=-0.362 de_lowest_ev=2.0383 orbital_gap_ev=10.120 multiplicity=1 e_lumo_ev=0.27
O -1.499 1.443 -1.072
C -0.782 0.298 -1.116
C 0.315 0.030 -0.449
C 1.142 -0.429 0.458
C 0.056 -1.562 2.486
N 0.626 -1.050 1.593
H -1.128 2.017 -0.387
H -1.200 -0.420 -1.815
H 2.226 -0.383 0.406


9
Properties=species:S:1:pos:R:3 method="wB97M-V/def2-TZVPD" total_charge=0 homo_ha=-0.410 de_lowest_ev=1.4912 smiles=C#C[C@H](O)C#N orbital_gap_ev=11.731 multiplicity=1 e_lumo_ev=0.58
C 2.072 0.359 -0.067
C 0.918 0.050 -0.209
C -0.510 -0.271 -0.383
O -1.274 0.831 -0.802
C -1.051 -0.849 0.877
N -1.497 -1.268 1.857
H 3.099 0.625 0.061
H -0.622 -1.026 -1.168
H -1.135 1.547 -0.167


9
Properties=species:S:1:pos:R:3 method="wB97M-V/def2-TZVPD" total_charge=0 homo_ha=-0.349 de_lowest_ev=3.8455 orbital_gap_ev=9.623 multiplicity=1 e_lumo_ev=0.14
C 0.414 -0.659 -0.062
C 1.770 -0.008 0.010
C -0.663 0.138 0.010
C -1.294 1.458 0.005
N -2.042 0.363 -0.056
O 1.829 1.176 -0.151
H 0.214 -1.679 0.131
H 2.772 -0.643 0.136
H -3.000 -0.146 -0.023


9
Properties=species:S:1:pos:R:3 method="wB97M-V/def2-TZVPD" total_charge=0 homo_ha="-0.241 / -0.357" de_lowest_ev=3.6996 orbital_gap_ev="7.463 / 8.248" multiplicity=3 e_lumo_ev="0.91 / -1.46"
C 0.868 -0.682 -0.136
C 1.127 0.693 -0.141
C -0.508 -0.788 0.213
C -0.924 0.542 0.274
N -1.875 -0.416 -0.306
O 0.010 1.442 -0.052
H 1.879 -1.297 -0.009
H 2.113 1.173 -0.094
H -2.689 -0.667 0.250


10
Properties=species:S:1:pos:R:3 method="wB97M-V/def2-TZVPD" total_charge=0 homo_ha=-0.329 de_lowest_ev=3.2408 smiles="[H]/N=C1/C=C=C(O)O1" orbital_gap_ev=8.058 multiplicity=1 e_lumo_ev=-0.89
H 2.682 0.811 0.054
N 2.302 -0.133 0.090
C 1.054 -0.154 0.047
C 0.073 -1.256 0.071
C -1.216 -0.832 0.003
C -0.964 0.590 -0.065
O -1.948 1.421 -0.148
O 0.259 1.064 -0.045
H 0.442 -2.275 0.139
H -2.684 0.763 -0.146


10
Properties=species:S:1:pos:R:3 method="wB97M-V/def2-TZVPD" total_charge=0 homo_ha="-0.343 / -0.343" de_lowest_ev=4.7581 orbital_gap_ev="9.135 / 9.136" multiplicity=1 e_lumo_ev="-0.21 / -0.21"
O 2.747 0.510 -0.255
C 1.640 0.246 -0.019
C 0.718 -0.580 0.853
N 0.063 -1.426 -0.040
C -1.000 -0.761 -0.414
C -0.936 0.552 0.156
O -0.152 0.421 1.267
H 0.340 0.869 -0.582
H -1.696 -1.129 -1.159
H -1.723 1.299 0.193


11
Properties=species:S:1:pos:R:3 method="wB97M-V/def2-TZVPD" total_charge=0 homo_ha=-0.351 de_lowest_ev=1.2935 smiles="CC1=NC(=O)SC1=S" orbital_gap_ev=7.638 multiplicity=1 e_lumo_ev=-1.92
C 0.228 -1.194 -1.188
C 0.109 -0.028 -0.192
N 1.138 0.384 0.481
C 0.813 1.239 1.499
O 1.716 1.688 2.214
S -0.898 1.382 1.928
C -1.276 0.599 0.320
S -2.695 0.533 -0.466
H -0.292 -2.123 -0.795
H 1.268 -1.392 -1.384
H -0.111 -1.087 -2.417


10
Properties=species:S:1:pos:R:3 method="wB97M-V/def2-TZVPD" total_charge=0 homo_ha=-0.350 de_lowest_ev=0.7996 smiles="N#CC(=S)[C@@H]1CS1" orbital_gap_ev=7.825 multiplicity=1 e_lumo_ev=-1.70
N -3.055 -1.318 -0.536
C -2.126 -0.644 -0.363
C -0.997 0.250 -0.240
S -1.246 1.770 -0.646
C 0.389 -0.443 0.040
C 1.568 0.440 0.543
S 1.703 -0.282 -1.151
H 0.310 -1.414 0.530
H 1.268 1.579 0.491
H 2.186 0.062 1.332


9
Properties=species:S:1:pos:R:3 method="wB97M-V/def2-TZVPD" total_charge=-1 homo_ha=-0.122 de_lowest_ev=1.4518 orbital_gap_ev=7.436 multiplicity=1 e_lumo_ev=4.12
C -1.318 0.123 -0.063
C -4.920 0.126 0.041
C -2.417 -0.088 -0.477
C 0.022 0.440 0.169
O -4.548 0.497 1.137
O -3.586 -0.287 -0.858
H 0.646 -0.418 -0.235
H 0.217 0.689 1.238
H 0.276 1.337 -0.430


10
Properties=species:S:1:pos:R:3 method="wB97M-V/def2-TZVPD" total_charge=+1 homo_ha="-0.506 / -0.533" de_lowest_ev=0.0000 orbital_gap_ev="8.359 / 7.402" multiplicity=3 e_lumo_ev="-5.40 / -7.10"
O 1.690 -1.594 -0.423
C 0.534 -1.443 -0.163
C -0.683 -1.087 0.150
C -1.042 0.330 -0.066
C -0.146 1.341 0.057
H -1.372 -1.826 0.562
H -0.449 2.354 -0.258
H -2.081 0.563 -0.297
Pt 2.402 0.139 0.180
O 1.146 1.225 0.256